Density functional theory data (ωB97M-V/def2-TZVPD) for a 2-piece molecular cluster, C3H10NOS overall in a non-equilibrium geometry.

Values from the calculation:
ΔE to the lowest compared entry with this formula, charge and spin: 2.096 eV
Frontier orbital gap: 5.80 eV
HOMO level: -0.088 hartree
Charge: -1

```
16
Properties=species:S:1:pos:R:3:forces:R:3:nbo_charge:R:1
C -1.847 0.478 -1.319 4.749 4.777 1.092 -0.396
N -1.049 0.824 -0.065 -0.759 -1.724 -0.944 -0.648
C -0.290 -0.408 0.395 1.062 2.072 0.317 -0.263
C 0.755 -0.980 -0.535 0.660 -0.778 -0.075 -0.539
S 1.829 -2.178 0.431 -0.608 0.057 -0.538 -0.740
H -2.351 -0.313 -1.153 -3.557 -5.838 1.635 0.180
H -1.266 0.263 -2.183 0.878 0.086 -0.864 0.168
H -2.543 1.219 -1.530 -1.147 1.752 -0.433 0.173
H -0.450 1.641 -0.223 0.032 -1.291 -0.668 0.320
H 0.186 -0.193 1.366 0.293 0.519 -0.453 0.204
H -0.930 -1.170 0.754 -1.393 -0.857 -0.329 0.193
H 1.492 -0.236 -0.850 -0.445 0.363 -0.142 0.183
H 0.286 -1.412 -1.464 0.444 0.144 0.852 0.167
H -0.512 2.613 0.941 -0.788 1.128 -0.432 0.495
H -0.961 3.818 -0.057 0.108 -0.543 -0.620 0.467
O -0.823 3.539 0.839 0.469 0.133 1.601 -0.963
```
Forces are in eV/Å.